CH3Cl2NO2S | wB97M-V/def2-TZVPD

```
10
Properties=species:S:1:pos:R:3:forces:R:3:nbo_charge:R:1
C 0.434 0.211 0.162 -0.7 -0.5 -3.9 -0.828
N 1.828 -1.771 0.753 0.0 -1.1 0.1 -0.724
O 2.725 -0.415 -1.242 0.8 0.5 0.4 -0.887
O 0.629 -1.605 -1.674 0.5 -0.2 0.9 -0.900
S 1.497 -0.917 -0.754 -1.9 0.2 -0.5 2.254
Cl 0.855 -3.199 1.014 -0.3 0.5 -0.3 0.158
Cl 3.438 -2.268 0.979 0.8 0.2 -0.2 0.191
H -0.126 0.844 -0.550 0.6 -0.2 0.1 0.250
H -0.259 -0.496 0.501 -1.1 -0.7 1.2 0.246
H 0.956 0.759 0.839 1.4 1.3 2.1 0.240
```
Positions in Å, forces in eV/Å.

Values from the calculation:
Orbital gap = 10.1 eV
HOMO = -10.3 eV

CH3Cl2O2P | wB97M-V/def2-TZVPD

```
9
Properties=species:S:1:pos:R:3:forces:R:3:nbo_charge:R:1
O 1.447 -1.042 0.211 2.0 -2.2 -0.1 -1.080
P 0.525 0.002 0.508 -1.5 1.7 0.0 1.904
O 1.435 1.282 1.063 -1.2 -1.1 -1.3 -0.950
Cl -0.747 -0.246 2.093 0.1 0.1 0.0 -0.309
C -0.842 -0.346 -1.102 3.9 1.7 1.7 -0.600
Cl -1.334 -1.899 -0.736 -1.5 -1.2 0.2 0.083
H 1.028 2.147 1.044 -0.4 0.4 0.1 0.501
H -0.090 -0.417 -1.860 0.3 0.2 -0.6 0.230
H -1.422 0.520 -1.221 -1.7 0.4 -0.1 0.221
```
Positions in Å, forces in eV/Å.

Values from the calculation:
Orbital gap = 9.9 eV
HOMO = -10.1 eV
SMILES = O=[P@](O)(Cl)CCl

CH3Cl2OP | wB97M-V/def2-TZVPD

```
8
Properties=species:S:1:pos:R:3:forces:R:3:nbo_charge:R:1
O -1.891 0.424 0.542 0.1 0.1 0.1 -0.462
C -1.867 1.564 0.257 0.7 -1.2 4.1 0.445
Cl -1.528 2.880 1.454 -0.1 -0.5 -0.3 -0.122
H -2.045 1.992 -0.626 -0.7 1.7 -3.8 0.140
P -1.224 -2.075 -1.349 -0.9 0.7 0.2 0.366
Cl 0.254 -1.915 -2.750 0.5 -0.1 -0.1 -0.299
H -0.524 -2.093 -0.127 0.4 0.1 -0.1 -0.027
H -1.339 -3.450 -1.324 0.0 -0.8 -0.1 -0.042
```
Positions in Å, forces in eV/Å.

Values from the calculation:
Orbital gap = 10.0 eV
HOMO = -9.6 eV
SMILES = O=CCl.PCl

CH3Cl2OP | wB97M-V/def2-TZVPD

```
8
Properties=species:S:1:pos:R:3:forces:R:3:nbo_charge:R:1
O -0.800 0.784 2.495 1.3 -0.4 0.0 -0.498
C 0.231 0.277 2.876 -3.6 1.4 -0.9 0.320
Cl 1.518 -0.053 1.851 1.2 -0.3 -0.5 0.025
H 0.251 0.005 3.893 1.1 -0.7 1.4 0.154
P -1.602 0.635 -1.168 -0.3 2.2 0.0 0.324
Cl -0.749 -1.098 -0.664 0.5 -1.0 0.6 -0.285
H -1.050 1.567 -0.183 0.0 -0.8 -0.6 -0.012
H -2.764 0.622 -0.374 -0.2 -0.4 0.1 -0.030
```
Positions in Å, forces in eV/Å.

Values from the calculation:
Orbital gap = 10.1 eV
HOMO = -9.5 eV
SMILES = O=CCl.PCl

CH3Cl2OP | wB97M-V/def2-TZVPD

```
8
Properties=species:S:1:pos:R:3:forces:R:3:nbo_charge:R:1
C 0.042 -0.454 1.140 0.0 -2.2 0.2 0.056
O 0.039 -0.830 -0.133 0.4 -0.2 1.6 -0.592
P -0.003 0.853 -1.506 -1.5 -1.3 -1.9 0.388
Cl 1.741 -0.215 1.887 -0.5 -0.7 -0.4 -0.127
Cl -0.715 1.054 1.396 -1.5 2.4 0.5 0.016
H -0.597 -1.134 1.847 1.6 0.6 -1.3 0.241
H -1.329 0.543 -2.176 1.5 0.8 1.0 0.029
H 0.822 0.182 -2.454 0.0 0.5 0.2 -0.011
```
Positions in Å, forces in eV/Å.

Values from the calculation:
Orbital gap (spin up / spin down) = 8.4 / 6.7 eV
<S²> = 2.008
HOMO (spin up / spin down) = -7.7 / -10.5 eV
Multiplicity = 3

CH3Cl2P | wB97M-V/def2-TZVPD

```
7
Properties=species:S:1:pos:R:3:forces:R:3:nbo_charge:R:1
Cl -2.029 -0.284 0.659 -0.1 -0.5 0.3 -0.055
C -0.469 0.423 0.142 -1.5 -0.2 -1.3 -0.729
P 0.854 -0.759 0.557 0.9 0.0 -2.0 0.681
Cl 2.454 0.307 -0.680 -1.6 -1.2 1.1 -0.367
H -0.705 0.770 -0.862 0.8 -0.8 -0.6 0.247
H -0.475 1.354 0.601 0.8 1.5 1.7 0.237
H 0.370 -1.811 -0.416 0.7 1.3 0.8 -0.014
```
Positions in Å, forces in eV/Å.

Values from the calculation:
Orbital gap = 9.9 eV
HOMO = -10.3 eV
SMILES = ClCPCl

Taking the records one at a time from the top gives electronic energy values of -1563.59111, -1452.14827, -1376.85862, -1376.85724, -1376.69170, -1301.62342 Eh.
Taking the records one at a time from the top gives energy above the lowest of the compared OMol25 structures with the same formula, charge and spin values of 265.2, 139.8, 271.8, 275.5, 303.2, 150.4 kJ/mol.